A molecular structure, C23H42N2O3P2Zn. Source: the Open Molecules 2025 dataset; level of theory: ωB97M-V/def2-TZVPD.

Geometry (Å):
P (2.60, 3.72, -0.34)
P (-0.17, 2.17, -2.63)
C (2.18, 3.74, -2.08)
C (0.66, 3.78, -2.36)
H (2.70, 2.92, -2.61)
H (2.62, 4.67, -2.45)
H (0.10, 4.31, -1.57)
H (0.52, 4.35, -3.29)
C (0.08, 1.93, -4.41)
H (-0.44, 1.02, -4.73)
H (1.15, 1.84, -4.66)
H (-0.34, 2.80, -4.94)
C (-1.94, 2.39, -2.38)
H (-2.33, 2.97, -3.23)
H (-2.17, 2.94, -1.45)
H (-2.42, 1.41, -2.36)
C (4.42, 3.99, -0.26)
H (4.73, 3.99, 0.79)
H (4.66, 4.97, -0.69)
H (4.97, 3.21, -0.80)
C (2.09, 5.41, 0.18)
H (1.08, 5.65, -0.19)
H (2.78, 6.16, -0.24)
H (2.10, 5.51, 1.27)
Zn (-0.04, -1.60, 2.39)
C (0.73, 0.84, -1.91)
C (2.18, 0.86, -2.12)
C (3.24, 0.72, -1.14)
C (3.06, 0.97, 0.40)
C (2.63, 2.35, 0.87)
C (1.28, 2.93, 0.72)
C (0.07, 2.08, 0.36)
C (0.20, 0.75, -0.42)
C (1.55, -1.20, 3.34)
H (0.31, -0.03, -2.46)
H (2.50, 0.68, -3.16)
H (4.09, 1.33, -1.50)
H (3.62, -0.32, -1.21)
H (2.42, 0.20, 0.84)
H (4.06, 0.80, 0.84)
H (3.19, 2.69, 1.75)
H (0.99, 3.68, 1.45)
H (-0.69, 2.73, -0.10)
H (-0.39, 1.79, 1.33)
H (0.77, 0.03, 0.15)
H (-0.81, 0.30, -0.45)
H (1.38, -1.49, 4.39)
H (1.75, -0.13, 3.27)
H (2.39, -1.78, 2.93)
C (-2.73, -5.98, 3.17)
C (-3.62, -4.89, 2.59)
C (-3.13, -4.19, 1.29)
C (-2.99, -5.14, 0.07)
C (-2.03, -6.31, 0.19)
C (-4.20, -3.12, 0.93)
O (-5.25, -3.42, 0.39)
N (-3.97, -1.80, 1.30)
C (-2.75, -1.22, 1.65)
O (-2.56, -0.03, 1.84)
N (-1.75, -2.16, 1.75)
C (-1.78, -3.51, 1.57)
O (-0.69, -4.10, 1.68)
H (-3.09, -6.98, 2.88)
H (-2.77, -5.93, 4.26)
H (-1.69, -5.87, 2.86)
H (-4.62, -5.29, 2.38)
H (-3.74, -4.10, 3.34)
H (-4.00, -5.51, -0.17)
H (-2.68, -4.52, -0.78)
H (-2.45, -7.13, 0.78)
H (-1.82, -6.70, -0.82)
H (-1.09, -5.98, 0.64)
H (-4.72, -1.14, 1.12)

Calculated values
F_max: 3.5 eV/Å
Relative energy (zero: lowest compared OMol25 entry of this formula, charge and spin): 185.3 kJ/mol
HOMO-LUMO gap: 4.84 eV
Total charge: 0